42
Properties=species:S:1:pos:R:3 method="wB97M-V/def2-TZVPD" homo_lumo_gap_ha=0.291 e_lumo_ev=-0.81 smiles="Cc1nc2cc(C(F)(F)F)c(PP(=O)(O)O)c(Cc3ccccc3)c2nc1F" e_tot_ev=-56428.9744
P -1.12197 2.36581 0.80367
P 0.10539 3.23778 2.41155
F 1.66398 3.27719 -2.77504
F 2.28873 -4.14142 0.07654
F 1.50315 4.08613 -0.80022
F -0.29670 3.59997 -1.95482
O -0.47027 4.66732 2.87294
O 0.18104 2.21800 3.67654
O 1.47334 3.37677 1.88177
N 1.19789 -2.20249 0.26060
N 2.94099 -1.19507 -1.81170
C 1.15623 -0.91353 -0.21224
C 0.98382 1.77714 -1.07862
C 2.12739 -2.86989 -0.32336
C 3.00728 -2.41630 -1.36088
C 1.99457 -0.40986 -1.20179
C -4.51305 -1.67580 -0.48463
C -2.13122 -1.94309 -0.16307
C 0.19287 -0.02367 0.36619
C -3.30383 -2.29691 -0.78693
C -0.76876 -0.55309 1.44166
C 0.11267 1.28837 -0.03395
C -4.48234 -0.70246 0.49494
C -2.10417 -0.93949 0.79922
C 0.94714 3.19673 -1.62208
C 1.88376 0.93091 -1.62415
C -3.30421 -0.33694 1.11834
C 4.06097 -3.33662 -1.95623
H 0.08288 4.95943 3.61801
H 3.92732 -3.43261 -3.03993
H -1.23562 -2.48255 -0.46879
H -5.42523 -1.96461 -0.99992
H -5.42652 -0.22445 0.75574
H -0.35933 -1.45151 1.92417
H -3.36694 0.44064 1.87990
H 4.09995 -4.29872 -1.44166
H 2.56803 1.27030 -2.39900
H 0.54704 1.38963 3.33146
H -3.33361 -3.06393 -1.56128
H 5.01825 -2.81010 -1.82198
H -1.50186 3.43210 -0.04137
H -0.91908 0.17088 2.25042